No. 1
Formula: C13H25BrNO11PS2
Source: the Open Molecules 2025 dataset
Level of theory: ωB97M-V/def2-TZVPD

Total energy, eV: -138898.4865
SMILES: N=P(O)(O)C1=C(CCCBr)C(=O)OC1=O.CCOS(C)(=O)=O.CCOS(C)(=O)=O
HOMO-LUMO gap, eV: 7.5

Each line ends with the Mulliken charge.
Geometry (Å):
C1 -0.06 3.92 -3.30  0.212
H1 -1.89 0.69 1.17  0.409
H2 -6.72 -5.54 0.31  0.380
O1 3.71 1.85 -0.46  -0.518
H3 -4.75 -6.36 1.66  0.315
C2 -4.66 -6.12 0.60  -0.332
C3 -1.07 -4.53 0.63  -0.829
H4 -5.66 -4.21 0.74  0.303
H5 1.45 -1.55 6.30  0.391
H6 3.67 4.35 -2.95  0.422
H7 -2.18 -0.95 1.81  0.315
O2 0.07 -1.39 3.21  -0.142
O3 0.78 0.86 2.41  -0.649
H8 1.99 -0.98 3.90  0.292
S1 -0.38 0.13 2.87  1.158
C4 -5.72 -5.13 0.16  -0.984
Br1 4.18 1.66 -4.87  -0.172
H9 -0.81 -0.65 0.68  0.258
O4 -0.43 4.37 -4.42  -0.525
H10 2.48 5.20 -5.63  0.324
H11 0.41 -0.25 5.71  0.292
H12 -0.63 -5.49 0.92  0.337
H13 -1.07 -4.41 -0.45  0.320
O5 2.11 3.12 1.45  -0.496
H14 4.97 4.18 -5.30  0.384
C5 1.12 -1.59 4.16  -0.362
P1 2.77 3.25 -0.14  1.310
C6 -0.12 2.89 -1.28  0.278
C7 4.02 3.57 -5.50  -0.750
H15 1.43 -2.64 4.09  0.279
H16 -4.79 -7.06 0.05  0.267
O6 -0.96 3.27 -2.39  -0.261
H17 -0.23 -1.89 5.82  0.278
O7 -3.34 -5.65 0.31  -0.270
H18 3.12 1.05 -0.40  0.335
H19 3.91 3.49 -6.65  0.399
O8 -0.59 2.16 -0.37  -0.450
H20 2.65 5.89 -3.39  0.295
H21 1.20 2.74 1.41  0.342
C8 0.66 -1.31 5.58  -1.026
H22 -0.52 -3.71 1.09  0.245
H23 -5.59 -4.87 -0.89  0.259
H24 3.26 5.22 -0.84  0.243
H25 1.82 3.52 -5.23  0.354
O9 -2.76 -4.87 2.60  -0.655
C9 1.44 4.04 -2.70  0.437
O10 -3.31 -3.21 0.79  -0.593
N1 3.66 4.59 -0.12  -0.830
C10 2.66 4.27 -4.98  -0.683
C11 -1.42 -0.24 1.49  -0.923
O11 -1.21 0.62 3.94  -0.638
C12 1.39 3.42 -1.41  -0.249
S2 -2.74 -4.46 1.22  1.251
C13 2.70 4.74 -3.44  -0.350

=====

No. 2
Formula: C13H25Cl2N4O4P2
Source: the Open Molecules 2025 dataset
Level of theory: ωB97M-V/def2-TZVPD

Total charge: +1
Total energy, eV: -71649.9709
HOMO-LUMO gap, eV: 7.1

Each line ends with the Mulliken charge.
Geometry (Å):
Cl1 2.02 -0.96 -3.71  -0.137
H1 5.14 2.71 3.84  0.338
O1 3.24 4.16 1.89  -0.645
H2 -3.58 0.14 -0.92  0.178
C1 -1.47 -3.94 -1.27  -0.169
C2 3.12 0.73 3.02  -0.744
O2 -3.53 1.82 0.66  -0.617
Cl2 2.36 -2.65 0.50  -0.134
H3 -3.42 -1.27 -2.21  0.336
H4 4.85 -1.46 -0.61  0.311
H5 -0.98 -2.16 1.18  0.310
P1 -0.61 -6.77 -2.18  0.359
H6 -4.37 4.59 -2.38  0.295
C3 -3.27 -0.96 -1.12  -0.781
O3 -1.33 -1.25 1.02  -0.463
C4 -3.71 2.99 0.32  0.901
H7 3.62 0.01 2.37  0.202
H8 4.56 4.37 4.01  0.286
H9 -3.41 4.84 1.35  0.399
H10 -3.83 -1.63 -0.37  0.289
H11 4.35 -0.54 -2.13  0.390
N1 -0.75 -2.65 -1.32  0.345
H12 -2.52 -4.14 -0.85  0.368
P2 -1.40 -1.11 -0.71  0.238
C5 0.54 -2.87 -1.89  -0.225
C6 1.76 -1.87 -2.15  -0.083
H13 1.63 -4.59 -2.75  0.318
H14 3.84 0.05 -0.38  0.176
N2 0.78 -4.23 -2.30  0.050
H15 -0.90 -6.99 -3.57  0.150
H16 -5.12 4.46 0.95  0.383
H17 -3.19 2.59 -1.57  0.178
O4 0.68 -7.50 -1.70  -0.601
N3 2.97 1.97 2.29  -0.149
H18 2.12 0.36 3.27  0.278
C7 -0.45 -4.91 -1.90  -0.005
H19 -1.66 -7.27 -1.31  0.112
C8 -3.64 4.66 -1.58  -0.880
H20 -4.29 3.61 2.27  0.277
H21 2.45 1.96 1.43  0.189
C9 2.69 -1.73 -1.06  0.549
H22 -2.68 4.96 -1.99  0.291
N4 -3.49 3.35 -0.98  -0.105
C10 3.46 3.21 2.62  0.781
H23 3.63 3.06 4.75  0.350
H24 3.70 0.85 3.94  0.328
C11 -4.16 4.05 1.28  -1.439
C12 4.25 3.34 3.89  -1.203
H25 -3.97 5.41 -0.86  0.351
C13 4.00 -0.83 -1.09  -0.926

=====

No. 3
Formula: C13H25Cl3OReSi
Source: the Open Molecules 2025 dataset
Level of theory: ωB97M-V/def2-TZVPD

ΔE to the lowest compared entry with this formula, charge and spin, kcal/mol: 5.3
Total charge: -2
Total energy, eV: -63511.5087
HOMO-LUMO gap (spin up / spin down), eV: 2.5 / 6.3
Multiplicity: 4

Each line ends with the Mulliken charge.
Geometry (Å):
Re1 0.45 -0.31 0.03  -1.939
C1 -1.04 3.80 -1.14  -1.133
H1 -0.16 -2.11 2.96  0.330
H2 3.63 -0.44 0.07  0.256
O1 -1.31 0.96 0.46  1.460
C2 0.86 -2.18 2.54  -1.575
Cl1 4.07 2.53 -0.04  -0.950
C3 -0.33 -2.26 0.23  0.264
H3 1.47 -1.40 3.01  0.238
Cl2 0.40 1.36 -1.69  -0.431
C4 1.46 -1.76 -1.17  0.347
C5 -3.34 2.55 0.15  -1.283
H4 2.91 -0.57 -2.20  0.379
H5 -1.36 3.38 -2.11  0.313
H6 -1.28 4.50 1.81  0.326
H7 -2.46 -2.43 0.01  0.178
H8 0.04 4.05 -1.12  0.327
H9 2.82 -2.24 -2.80  0.326
H10 -2.05 0.62 1.01  -0.193
C6 1.96 -1.77 0.18  0.199
C7 0.04 -2.05 -1.13  1.426
H11 -3.60 1.96 -0.74  0.226
H12 -0.84 3.01 2.70  0.280
C8 0.85 -2.08 1.05  1.995
H13 -1.91 -2.45 1.70  0.196
H14 -1.64 4.70 -0.92  0.386
C9 -0.85 -2.24 -2.32  -1.821
Si1 -1.48 2.66 0.30  -0.529
H15 -0.69 -1.45 -3.06  0.296
C10 -0.73 3.55 1.75  -1.059
Cl3 1.46 1.17 1.60  -0.329
H16 -1.67 -3.86 0.66  0.602
H17 4.07 -2.14 0.31  0.341
H18 3.38 -1.18 1.65  0.279
H19 1.28 -3.15 2.84  0.434
C11 3.34 -1.37 0.58  -1.291
H20 -3.79 3.55 0.02  0.443
C12 -1.66 -2.76 0.68  -2.081
C13 2.22 -1.41 -2.41  -1.244
H21 0.34 3.74 1.58  0.328
H22 -1.90 -2.26 -2.02  0.467
H23 -0.63 -3.19 -2.82  0.416
H24 1.52 -1.11 -3.21  0.261
H25 -3.83 2.08 1.01  0.539

=====

No. 4
Formula: C13H25CoF3N6S
Source: the Open Molecules 2025 dataset
Level of theory: ωB97M-V/def2-TZVPD

Total charge: +2
Total energy, eV: -79430.5569
HOMO-LUMO gap (spin up / spin down), eV: 9.1 / 9.0
Multiplicity: 2

Each line ends with the Mulliken charge.
Geometry (Å):
C1 0.04 -1.01 2.92  -1.331
C2 1.90 -2.45 -2.02  -0.823
H1 -2.83 -2.68 2.30  0.549
C3 2.47 5.09 0.26  -0.961
H2 1.37 3.65 2.62  0.373
N1 -0.55 -0.87 0.61  0.407
H3 0.49 -3.78 -3.00  0.401
C4 -2.30 -0.59 -3.04  -0.806
Co1 0.04 -0.34 -1.35  0.084
F1 -2.44 -3.01 4.66  -0.260
C5 -1.08 -1.78 3.18  0.403
H4 -0.37 3.40 2.65  0.365
H5 0.09 -1.45 -3.53  0.289
H6 -1.71 1.24 -2.26  0.339
F2 -1.50 -1.20 5.40  -0.229
C6 0.27 -0.58 1.63  -0.210
N2 0.49 2.86 0.85  -0.137
H7 1.86 -1.60 -0.14  0.249
H8 -0.16 2.10 0.84  0.158
N3 -0.30 -1.81 -2.65  -0.256
S1 1.03 1.76 -1.51  -0.655
H9 1.67 5.83 0.24  0.334
H10 1.14 0.03 1.39  0.732
C7 -1.64 -1.61 0.87  -0.161
C8 1.23 2.94 -0.26  0.901
H11 -2.41 0.29 -1.15  0.239
C9 -1.94 -2.08 2.14  -0.903
H12 3.35 5.52 -0.23  0.353
C10 0.46 3.73 2.04  -1.135
H13 0.08 -3.37 -1.33  0.338
H14 0.74 -0.75 3.71  0.479
H15 2.32 -2.09 -2.96  0.372
H16 2.74 4.85 1.28  0.320
H17 2.56 3.79 -1.40  0.274
H18 -3.39 -0.59 -3.07  0.402
N4 -1.76 0.28 -1.94  -0.206
C11 -1.34 -2.25 4.60  0.689
C12 0.50 -2.98 -2.25  -0.429
C13 -1.75 -1.98 -2.85  -0.368
H19 -1.98 -2.63 -3.70  0.406
N5 1.78 -1.28 -1.10  -0.219
N6 2.12 3.89 -0.50  -0.232
H20 0.28 4.77 1.77  0.392
F3 -0.30 -2.96 5.04  -0.228
H21 2.56 -3.22 -1.63  0.408
H22 2.55 -0.64 -1.24  0.337
H23 -1.95 -0.17 -3.98  0.390
H24 -2.16 -2.46 -1.96  0.289
H25 -2.29 -1.83 0.04  0.276

=====

No. 5
Formula: C13H25FO6S
Source: the Open Molecules 2025 dataset
Level of theory: ωB97M-V/def2-TZVPD

Total charge: -2
Total energy, eV: -39719.5599
HOMO-LUMO gap, eV: 1.9

Each line ends with the Mulliken charge.
Geometry (Å):
H1 3.20 0.62 -1.10  0.257
C1 -1.36 1.19 -1.73  -1.513
C2 2.29 -2.46 1.01  -0.644
O1 -5.47 -4.05 -1.19  -0.933
H2 4.11 -1.32 0.55  0.269
C3 -1.30 0.21 -0.56  -0.268
C4 1.94 3.05 0.42  0.365
H3 -2.33 -0.11 -0.35  0.517
H4 2.59 0.09 0.96  0.841
H5 1.93 -3.44 0.72  0.426
H6 -4.00 -3.71 1.00  0.227
C5 -0.76 0.73 0.76  0.534
H7 -1.10 2.40 2.10  0.449
H8 -2.95 -3.64 -0.41  0.173
H9 4.35 -3.03 0.78  0.413
H10 3.63 -2.47 -0.70  0.252
O2 2.83 5.56 0.29  -0.586
C6 -3.66 -3.00 0.19  -0.648
C7 0.73 1.07 0.80  -0.798
O3 -3.14 -1.82 0.63  -0.691
H11 -0.91 -0.01 1.54  0.523
H12 2.28 -0.78 -1.60  0.488
H13 1.51 0.77 -1.70  0.395
O4 2.92 2.78 1.07  -0.493
C8 1.20 -1.46 0.56  -1.211
C9 3.66 -2.29 0.37  -1.171
H14 2.36 -2.47 2.10  0.347
H15 0.82 -1.84 -0.38  0.416
S1 1.77 4.77 -0.23  1.204
H16 0.40 -1.52 1.29  0.222
H17 -2.56 1.63 1.50  0.468
F1 2.08 4.56 -1.76  -0.229
H18 0.97 1.29 1.83  0.595
H19 -0.80 -0.68 -0.90  0.041
O5 0.93 2.33 0.05  -0.060
C10 -4.94 -2.88 -0.76  -0.111
C11 2.20 0.19 -1.11  -1.851
H20 -4.59 -2.18 -1.57  -0.033
H21 -1.62 2.72 0.47  0.362
C12 -1.56 1.95 1.22  -1.986
H22 -0.39 1.59 -2.03  0.235
O6 0.44 5.23 -0.13  -0.546
H23 -1.76 0.66 -2.59  0.466
C13 1.71 -0.03 0.33  0.901
H24 -5.64 -2.23 -0.16  0.073
H25 -2.01 2.05 -1.56  0.311

=====

No. 6
Formula: C13H25N3O2S
Source: the Open Molecules 2025 dataset
Level of theory: ωB97M-V/def2-TZVPD

ΔE to the lowest compared entry with this formula, charge and spin, kcal/mol: 0.6
Total energy, eV: -33289.6668
SMILES: CSCC[C@@H](NC(N)=O)C(=O)NCC1CCCCC1
HOMO-LUMO gap, eV: 9.4

Each line ends with the Mulliken charge.
Geometry (Å):
H1 -3.32 0.72 0.86  0.338
H2 -3.51 2.93 1.20  0.179
N1 -2.43 0.83 0.39  -0.185
H3 -2.21 3.98 0.84  0.267
H4 -6.85 -1.70 -0.23  0.276
C1 -3.14 -1.26 -0.69  -0.995
O1 -0.89 -2.21 0.58  -0.711
H5 3.72 -2.23 0.72  0.353
C2 4.16 1.29 -0.94  -0.846
H6 -7.00 -0.77 1.28  0.352
C3 -1.87 2.06 0.30  0.423
H7 5.66 0.99 0.57  0.317
H8 4.91 -1.34 -1.26  0.337
H9 -3.42 -1.73 0.25  0.315
H10 -4.96 -1.35 -1.87  0.447
C4 2.68 -0.44 0.11  0.898
H11 -1.60 0.12 -1.37  0.301
H12 4.36 2.36 -1.02  0.348
H13 3.93 0.92 -1.94  0.327
H14 1.64 -0.19 1.99  0.358
N2 -2.54 3.04 0.97  -0.421
H15 -4.04 0.15 -2.08  0.353
H16 2.44 -0.85 -0.88  0.176
H17 2.09 1.57 -0.42  0.191
C5 2.97 1.05 -0.03  -0.591
H18 -5.59 -1.82 1.02  0.272
H19 6.24 0.73 -1.08  0.332
C6 1.48 -0.70 1.03  -1.441
C7 -0.82 -1.04 0.26  0.236
S1 -5.46 0.26 -0.19  -0.104
C8 5.12 -0.92 -0.27  -0.673
H20 3.18 1.47 0.96  0.261
H21 0.18 0.72 0.14  0.229
C9 5.40 0.57 -0.41  -0.658
C10 3.92 -1.16 0.64  -1.002
N3 0.25 -0.25 0.44  0.192
H22 4.15 -0.79 1.64  0.315
H23 -2.75 -2.05 -1.34  0.411
O2 -0.81 2.27 -0.27  -0.740
H24 1.37 -1.77 1.22  0.474
C11 -1.99 -0.29 -0.43  0.270
C12 -6.31 -1.17 0.54  -0.850
C13 -4.34 -0.61 -1.36  -0.678
H25 6.00 -1.43 0.13  0.347